# 1
C6H29N2O6 | the ωB97M-V functional and the def2-TZVPD basis

Last columns: bonded neighbours and bond lengths (Å).
Geometry (Å):
1 N 0.3317 -0.5813 0.8391  C2 1.536, H9 1.026, H10 1.015, H11 1.008
2 C -0.9783 -0.8223 1.6043  N1 1.536, C3 1.506, C4 1.610, H12 1.086
3 C -1.1567 0.2945 2.5982  C2 1.506, H13 1.088, H14 1.084, H15 1.098
4 C -2.0821 -0.8495 0.4328  C2 1.610, N5 1.426, H16 1.077, H17 1.091
5 N -1.5696 -1.5291 -0.7116  C4 1.426, C6 1.506, C8 1.461
6 C -1.6450 -0.8784 -2.0672  N5 1.506, C7 1.508, H18 1.077, H19 1.100
7 C -2.6555 0.2259 -2.2464  C6 1.508, H20 1.088, H21 1.103, H22 1.071
8 C -1.7942 -2.9731 -0.7273  N5 1.461, H23 1.079, H24 1.093, H25 1.087
9 H 0.6715 0.3440 1.1252  N1 1.026
10 H 0.1636 -0.4992 -0.1580  N1 1.015
11 H 1.0771 -1.2441 0.9869  N1 1.008
12 H -0.8400 -1.8190 2.0120  C2 1.086
13 H -0.2116 0.4084 3.1246  C3 1.088
14 H -1.6996 1.1568 2.2272  C3 1.084
15 H -1.7520 -0.0858 3.4390  C3 1.098
16 H -2.1888 0.2119 0.2858  C4 1.077
17 H -2.8966 -1.3316 0.9754  C4 1.091
18 H -1.7670 -1.7522 -2.6847  C6 1.077
19 H -0.6540 -0.4541 -2.2876  C6 1.100
20 H -2.6639 0.7370 -3.2073  C7 1.088
21 H -3.6514 -0.2422 -2.3254  C7 1.103
22 H -2.6956 0.8734 -1.3945  C7 1.071
23 H -0.9833 -3.4551 -1.2514  C8 1.079
24 H -2.7450 -3.2950 -1.1587  C8 1.093
25 H -1.8302 -3.2277 0.3291  C8 1.087
26 H 1.7324 -2.0916 -1.6785  O28 0.951
27 H 2.7705 -1.8354 -0.6811  O28 0.964
28 O 1.8800 -2.1982 -0.7447  H26 0.951, H27 0.964
29 H 3.1940 1.4327 -2.0723  O31 0.965
30 H 4.2587 1.0116 -1.1046  O31 0.965
31 O 3.8626 1.8050 -1.4850  H29 0.965, H30 0.965
32 H 2.3294 1.9333 2.3312  O34 0.961
33 H 1.5212 3.2241 2.1075  O34 0.952
34 O 1.4389 2.2911 2.2765  H32 0.961, H33 0.952
35 H 3.6099 -1.7309 1.6185  O37 0.942
36 H 3.7294 -0.6596 2.6820  O37 0.963
37 O 3.4408 -0.8178 1.7768  H35 0.942, H36 0.963
38 H 0.5947 2.5063 -0.5647  O40 0.988
39 H 1.9637 1.9117 -0.5920  O40 0.959
40 O 1.0514 1.6336 -0.4921  H38 0.988, H39 0.959
41 H -0.1397 4.3419 -1.7786  O43 0.941
42 H -0.7256 4.2485 -0.3191  O43 0.960
43 O -0.2956 3.7812 -1.0391  H41 0.941, H42 0.960

Summary:
* LUMO energy: -2.7 eV
* highest occupied orbital energy: -11.40 eV
* Kohn-Sham gap: 0.3208 Eh
* total charge: +1
* max |F|: 2.8 eV/Å
* ΔE to the lowest compared entry with this formula, charge and spin: 53.18 kcal per mole
* M: 225.31 g/mol

What are the Mulliken partial charges on each atom? They are as follows, in elementary charge units:
1 N 0.145
2 C 0.244
3 C -1.484
4 C -0.921
5 N 0.316
6 C -0.332
7 C -1.216
8 C -1.227
9 H 0.237
10 H 0.124
11 H 0.271
12 H 0.433
13 H 0.449
14 H 0.306
15 H 0.410
16 H 0.165
17 H 0.378
18 H 0.511
19 H 0.094
20 H 0.401
21 H 0.352
22 H 0.251
23 H 0.314
24 H 0.352
25 H 0.420
26 H 0.302
27 H 0.272
28 O -0.590
29 H 0.326
30 H 0.315
31 O -0.684
32 H 0.279
33 H 0.277
34 O -0.555
35 H 0.297
36 H 0.293
37 O -0.582
38 H 0.353
39 H 0.365
40 O -0.627
41 H 0.269
42 H 0.287
43 O -0.591

***

# 2
C6H29N2O6 | the ωB97M-V functional and the def2-TZVPD basis

Last columns: bonded neighbours and bond lengths (Å).
Geometry (Å):
1 C 2.0619 0.1353 -0.8183  N2 1.461, C6 1.594, H9 1.119, H10 1.100
2 N 1.0518 0.3568 0.2144  C1 1.461, C3 1.477, H11 1.097
3 C 1.6024 0.5464 1.5719  N2 1.477, C4 1.531, C5 1.540, H12 1.088
4 C 0.4314 0.9450 2.4736  C3 1.531, H13 1.103, H14 1.101, H15 1.142
5 C 2.6160 1.7054 1.5760  C3 1.540, H16 1.110, H17 1.101, H18 1.110
6 C 1.4020 -0.8041 -1.9241  C1 1.594, N7 1.504, H19 1.128, H20 1.067
7 N 0.5620 -1.8306 -1.2142  C6 1.504, C8 1.568, H21 1.021, H22 1.046
8 C 0.1381 -2.9788 -2.1937  N7 1.568, H23 1.068, H24 1.105, H25 1.092
9 H 2.5167 1.0836 -1.2010  C1 1.119
10 H 2.9465 -0.4247 -0.4797  C1 1.100
11 H 0.5841 1.3113 -0.0581  N2 1.097
12 H 1.8990 -0.3619 2.0933  C3 1.088
13 H -0.1233 1.8559 2.1928  C4 1.103
14 H -0.3602 0.2164 2.7055  C4 1.101
15 H 0.7378 1.2711 3.5247  C4 1.142
16 H 2.1205 2.6300 1.2116  C5 1.110
17 H 3.0457 1.8183 2.5837  C5 1.101
18 H 3.2806 1.7771 0.6900  C5 1.110
19 H 0.7240 -0.2127 -2.6039  C6 1.128
20 H 2.1690 -1.2983 -2.4779  C6 1.067
21 H 0.9764 -2.2154 -0.3641  N7 1.021
22 H -0.2763 -1.2956 -0.8891  N7 1.046
23 H -0.0912 -3.8962 -1.6973  C8 1.068
24 H 1.0983 -3.2367 -2.6766  C8 1.105
25 H -0.6237 -2.5739 -2.8637  C8 1.092
26 H -2.7972 -1.6248 2.5136  O28 0.973
27 H -2.7905 -0.2470 3.2526  O28 0.968
28 O -2.3984 -0.7372 2.5160  H26 0.973, H27 0.968
29 H 1.0026 -2.0721 2.1065  O31 0.962
30 H -0.4955 -2.3037 2.0346  O31 0.968
31 O 0.3208 -2.4295 1.5296  H29 0.962, H30 0.968
32 H -2.3560 -0.2946 -2.0520  O34 0.980
33 H -3.6818 -0.1571 -2.7868  O34 0.969
34 O -2.7982 0.2397 -2.7451  H32 0.980, H33 0.969
35 H -0.7147 2.8448 0.8029  O37 0.967
36 H -0.7205 3.2516 -0.6248  O37 0.995
37 O -0.0769 3.0506 0.1062  H35 0.967, H36 0.995
38 H -2.5006 1.7251 -1.8385  O40 0.971
39 H -2.5840 3.2782 -2.2622  O40 0.968
40 O -2.2165 2.6325 -1.6419  H38 0.971, H39 0.968
41 H -1.1725 -0.3114 -0.1259  O43 0.974
42 H -2.5505 -0.5890 0.2967  O43 0.977
43 O -1.9589 -0.7799 -0.4574  H41 0.974, H42 0.977

Summary:
* multiplicity: 2
* LUMO energy (alpha / beta): -5.8 / -11.5 eV
* highest occupied orbital energy (alpha / beta): -16.96 / -16.96 eV
* Kohn-Sham gap (alpha / beta): 0.4094 / 0.1996 Eh
* total charge: +2
* max |F|: 4.8 eV/Å
* ΔE to the lowest compared entry with this formula, charge and spin: 9.07 kcal per mole
* M: 225.31 g/mol

What are the Mulliken partial charges on each atom? They are as follows, in elementary charge units:
1 C -0.865
2 N 0.851
3 C 0.018
4 C -1.048
5 C -1.262
6 C -0.647
7 N 0.345
8 C -0.774
9 H 0.505
10 H 0.484
11 H 0.179
12 H 0.408
13 H 0.232
14 H 0.029
15 H 0.417
16 H 0.350
17 H 0.427
18 H 0.324
19 H 0.361
20 H 0.496
21 H 0.373
22 H -0.113
23 H 0.344
24 H 0.417
25 H 0.331
26 H 0.327
27 H 0.279
28 O -0.593
29 H 0.326
30 H 0.287
31 O -0.673
32 H 0.418
33 H 0.333
34 O -0.705
35 H 0.296
36 H 0.378
37 O -0.607
38 H 0.393
39 H 0.291
40 O -0.685
41 H 0.145
42 H 0.370
43 O -0.761